1.
Below is the ion C2H6N3O2 with charge +1 at a distorted geometry, with properties calculated with ωB97M-V/def2-TZVPD.

Calculated values
Lowest unoccupied orbital energy (spin up / spin down)   -6.131 / -8.314 eV
Relative energy (zero: lowest compared OMol25 entry of this formula, charge and spin)   55.8 kcal per mole
HOMO-LUMO gap (spin up / spin down)   8.8 / 7.9 eV
Spin multiplicity   3
<S²>   2.01
Strongest force on any atom   2.645 eV Å⁻¹
Charge   +1

Structure (XYZ):
```
13
Properties=species:S:1:pos:R:3:forces:R:3:lowdin_charge:R:1
C -0.7307 0.8613 -1.0676 -0.0501 0.6881 -1.1802 0.05
C -0.7349 -0.3092 1.1028 -0.8409 -0.4640 1.4842 0.02
N 1.4249 -1.3044 0.3370 0.7378 -0.5270 0.4951 0.05
N 1.2298 -0.0261 -0.2118 -0.2563 -1.0401 -1.6498 -0.19
N -0.0066 0.1875 -0.0163 -1.6031 1.9349 -0.8272 -0.13
O 2.4544 -1.6209 0.7952 1.9315 -0.8987 0.4993 0.26
O 1.9327 0.4565 -1.0550 0.1049 0.1058 0.8699 0.21
H -1.0366 0.0989 -1.7972 0.0140 -0.0002 0.1407 0.13
H -1.6168 1.3651 -0.7016 0.0789 0.0182 0.3037 0.12
H -0.0810 1.5655 -1.5901 -0.1825 0.0022 0.2144 0.11
H -1.0413 0.5306 1.7324 0.0392 0.0491 -0.1255 0.13
H -1.6442 -0.8090 0.7537 0.2601 -0.0330 -0.0557 0.13
H -0.1498 -0.9957 1.7185 -0.2334 0.1646 -0.1689 0.11
```
Positions in Å, forces in eV/Å.

***

2.
Below is a structure of composition C16H18N2O5S at a distorted geometry, with properties calculated with ωB97M-V/def2-TZVPD.

Calculated values
Lowest unoccupied orbital energy   -0.963 eV
Relative energy (zero: lowest compared OMol25 entry of this formula, charge and spin)   426.6 kcal per mole
HOMO-LUMO gap   8.2 eV
Strongest force on any atom   14.834 eV Å⁻¹
Charge   0

Structure (XYZ):
```
42
Properties=species:S:1:pos:R:3:forces:R:3:lowdin_charge:R:1
C -4.0467 -1.4936 -0.6079 -2.9814 -6.5279 -11.2153 -0.29
H -3.3026 -1.9421 -1.4574 -2.0648 -0.5128 1.3585 0.15
H -3.9971 -2.0479 0.1590 -0.3718 -4.6599 5.6869 0.01
H -5.0444 -1.3715 -1.1223 0.3507 -0.9181 0.7495 0.13
O -3.5167 -0.4081 -0.4926 4.0234 12.1333 7.5256 -0.07
C -3.6601 0.0441 0.9883 -0.6716 -1.4051 2.2156 -0.13
O -4.1281 -0.6721 1.9961 2.9246 4.3430 -7.0689 0.03
C -3.1270 1.5844 1.0087 4.8006 -5.7650 4.8961 -0.14
O -2.1804 1.9951 0.1167 1.3876 -1.2356 1.1422 -0.03
C -0.7939 1.5427 0.3899 -4.2251 5.7750 -7.8954 -0.17
C -0.4486 0.9404 1.4269 -0.7504 -5.4408 6.6600 -0.06
C 0.8587 0.5593 1.4327 5.5467 -4.1814 3.8421 -0.06
C 1.8763 0.8315 0.5289 -4.5645 4.8241 -0.0494 -0.29
C 1.4430 1.9353 -0.3375 -4.2971 -4.0784 0.9598 0.04
C 0.0710 2.1330 -0.6415 3.0875 -4.5026 8.5916 -0.24
C -0.4942 3.0221 -1.4657 0.8725 3.6594 -7.6641 -0.08
H 0.4251 3.2233 -2.1781 -1.8675 0.1709 0.5513 0.14
H -1.2093 2.4860 -2.1103 -0.2208 0.7179 0.1648 0.12
H -0.8025 4.0309 -1.2136 -0.4687 -0.2549 0.7318 0.11
H 2.1249 2.3291 -0.9205 3.3580 2.4778 -2.9120 0.05
S 3.5603 0.6599 0.6512 0.7745 6.2272 12.9758 0.52
O 4.1938 1.9903 0.7021 -1.3405 -1.9569 -2.1581 -0.27
O 3.8786 -0.0215 1.9504 -1.1496 -0.0608 -2.9272 -0.30
N 3.8858 -0.2233 -0.4290 2.4697 -3.4878 -13.8127 -0.25
H 3.6829 0.3683 -1.6952 0.8343 -1.9345 5.0055 0.33
C 3.6624 -1.6474 -0.5381 -1.1528 -3.7696 2.3901 -0.15
C 2.1082 -2.0756 -0.3803 3.0129 6.7685 -9.8370 -0.23
C 1.6217 -2.4193 0.6843 -3.6588 -6.1861 10.0868 -0.16
N 0.2160 -2.8033 1.0376 3.1298 2.0797 -1.9231 0.11
C -0.5267 -2.2992 0.1294 -2.7284 0.9519 -1.6112 -0.15
C -0.1593 -1.4457 -1.1214 1.8834 -3.4470 3.3867 -0.02
C 1.1529 -1.4023 -1.4192 0.2598 -2.2356 3.9409 0.00
H 1.5588 -0.8007 -2.1468 0.8107 0.8959 -2.0449 0.07
H -0.9229 -1.2824 -1.7782 -1.9482 1.2236 -1.4378 0.06
H -1.6361 -2.5008 0.2889 1.3062 0.3421 -0.4698 0.11
H 2.2901 -2.7981 1.4979 -0.4743 0.6626 -0.5569 0.13
H 3.9849 -2.1661 -1.5956 0.0637 1.6763 3.0364 0.17
H 4.0949 -2.0462 0.6138 -0.5079 0.6474 -3.9047 0.19
H 1.3120 -0.1343 2.3358 -1.6398 1.6852 -2.1205 0.18
H -1.1980 0.4153 2.1942 1.8662 1.6284 -1.6720 0.18
H -3.8830 2.1448 1.1081 -6.0185 4.4170 -0.6815 0.03
H -2.9247 1.7656 2.4104 0.3397 -0.7464 -3.9352 0.24
```
Positions in Å, forces in eV/Å.

***

3.
Below is a cluster of 4 separate species, CH8O4 in total at a distorted geometry, with properties calculated with ωB97M-V/def2-TZVPD.

Calculated values
SMILES string   C=O.O.O.O
Lowest unoccupied orbital energy   0.539 eV
Relative energy (zero: lowest compared OMol25 entry of this formula, charge and spin)   14.2 kcal per mole
HOMO-LUMO gap   11.0 eV
Strongest force on any atom   1.182 eV Å⁻¹
Charge   0

Structure (XYZ):
```
13
Properties=species:S:1:pos:R:3:forces:R:3:lowdin_charge:R:1
O 4.1640 0.3684 -0.4715 0.1989 0.1285 0.4682 -0.01
C 4.4765 1.4836 -0.7852 -0.3959 -0.3116 -0.7425 -0.15
H 4.2609 1.8077 -1.8213 0.1610 0.3090 0.0913 0.08
H 4.9569 2.2161 -0.1178 0.0298 -0.1251 0.1820 0.08
H -1.0267 -2.5261 1.3099 0.1306 0.2735 0.2382 0.03
H -1.7274 -1.2709 1.9710 0.1299 -0.1077 -0.2704 0.01
O -1.8669 -2.0985 1.4903 -0.3525 -0.2105 -0.0838 -0.07
H -1.5370 0.9867 0.9586 -0.2512 0.1617 -0.3534 0.04
H -3.0178 1.2899 1.3783 0.1460 0.0205 -0.3102 0.05
O -2.2068 0.8422 1.6286 0.1553 -0.2070 0.6973 -0.05
H -2.7046 -1.4882 -1.4316 0.5465 -0.3667 -0.0169 0.03
H -1.4656 -0.8905 -2.2678 -0.0617 -0.6598 0.1745 0.03
O -2.3054 -0.7205 -1.8415 -0.4367 1.0953 -0.0743 -0.06
```
Positions in Å, forces in eV/Å.